Record 1
ORCA calculation (ωB97M-V/def2-TZVPD) on a structure of composition C2H2FO2Zn.

Output
- 2S+1 = 1
- HOMO-LUMO gap (alpha / beta) (eV) = 6.3 / 6.8
- charge = +1
- HOMO (alpha / beta) (eV) = -13.981 / -14.216
- LUMO (alpha / beta) (eV) = -7.68 / -7.39

Each line ends with the natural charge from an NBO analysis.
Cartesian coordinates (Å):
O (0.190, 0.359, -1.133)  -0.64
C (-0.216, 0.837, -0.028)  0.21
C (-0.014, -0.057, 1.124)  0.82
O (0.375, -1.211, 0.976)  -0.67
H (-0.653, 1.837, 0.061)  0.24
F (-0.157, 0.450, 2.317)  -0.22
Zn (0.541, -1.617, -0.951)  1.35
H (-0.065, -0.599, -2.366)  -0.10

=====

Record 2
ORCA calculation (ωB97M-V/def2-TZVPD) on a structure of composition C2H5N3O.

Output
- 2S+1 = 1
- HOMO-LUMO gap (eV) = 9.4
- charge = 0
- HOMO (eV) = -8.803
- LUMO (eV) = 0.59

Each line ends with the natural charge from an NBO analysis.
Cartesian coordinates (Å):
C (1.623, 0.248, -0.132)  0.27
C (-2.116, 0.040, -0.054)  0.48
H (2.392, -1.627, -0.064)  0.34
H (1.863, 1.280, -0.136)  0.17
H (0.083, -1.133, 0.528)  0.42
H (-0.759, 1.699, 0.248)  0.40
H (-3.008, 0.781, -0.143)  0.16
N (2.616, -0.653, -0.003)  -0.70
N (0.268, -0.075, -0.165)  -0.47
N (-0.899, 0.685, 0.006)  -0.44
O (-2.063, -1.246, -0.085)  -0.62

=====

Record 3
ORCA calculation (ωB97M-V/def2-TZVPD) on a structure of composition C31H24N4O11S4W.

Output
- 2S+1 = 1
- HOMO-LUMO gap (eV) = 6.0
- charge = -2
- HOMO (eV) = -3.246
- LUMO (eV) = 2.70

Each line ends with the Mulliken charge.
Cartesian coordinates (Å):
W (-0.974, -1.725, 2.110)  3.61
O (2.393, 0.440, 4.329)  -0.71
C (2.528, 1.473, 3.435)  -0.11
C (3.223, 2.611, 3.835)  -0.50
C (3.425, 3.725, 3.031)  -0.54
C (2.967, 3.693, 1.703)  -0.57
C (2.360, 2.497, 1.273)  -0.19
C (2.063, 1.445, 2.101)  0.96
C (1.111, 0.370, 1.620)  0.64
O (0.927, -0.723, 2.326)  -1.13
N (0.424, 0.551, 0.516)  -0.72
N (-0.420, -0.498, 0.310)  0.33
C (-0.839, -0.685, -0.908)  -0.26
C (-1.458, -1.885, -1.386)  0.32
C (-2.352, -1.990, -2.456)  -0.43
C (-2.845, -3.166, -2.882)  -0.47
C (-2.467, -4.328, -2.179)  -0.51
C (-1.624, -4.216, -1.109)  -0.45
C (-1.179, -3.028, -0.547)  0.25
O (-0.379, -2.984, 0.446)  -1.14
H (1.789, -0.249, 3.933)  0.34
H (3.538, 2.680, 4.916)  0.30
H (3.850, 4.589, 3.538)  0.36
H (3.115, 4.499, 0.970)  0.47
H (1.839, 2.486, 0.315)  0.36
H (-0.655, 0.069, -1.709)  0.41
H (-2.713, -1.124, -2.970)  0.50
H (-3.541, -3.247, -3.766)  0.32
H (-2.894, -5.338, -2.423)  0.30
H (-1.299, -5.157, -0.657)  0.37
C (-1.584, 6.964, 1.504)  -1.67
C (-1.702, 5.512, 1.690)  0.48
C (-2.962, 5.020, 2.058)  -0.83
C (-3.259, 3.625, 2.186)  -0.84
C (-2.247, 2.786, 1.918)  0.14
C (-0.946, 3.124, 1.618)  0.51
C (-0.777, 4.527, 1.502)  -0.72
S (-2.790, 1.147, 1.813)  1.39
O (-4.069, 1.119, 2.472)  -0.82
O (-2.861, 0.969, 0.384)  -0.68
N (-1.558, 0.259, 2.462)  -0.38
C (-1.175, 0.805, 3.732)  -0.10
C (-1.289, -0.304, 4.828)  0.26
O (-1.238, -0.159, 6.046)  -0.73
O (-1.325, -1.511, 4.236)  -0.74
H (-0.646, 7.373, 1.697)  0.43
H (-2.317, 7.571, 2.050)  0.36
H (-1.725, 7.228, 0.440)  0.30
H (-3.745, 5.693, 2.210)  0.43
H (-4.145, 3.175, 2.576)  0.58
H (-0.158, 2.352, 1.431)  -0.13
H (0.210, 4.864, 1.266)  0.44
H (-1.786, 1.647, 4.085)  0.65
H (-0.126, 1.267, 3.637)  -0.06
O (1.977, -1.332, -8.343)  -0.67
S (1.986, -2.673, -7.794)  1.17
O (0.938, -3.490, -8.363)  -0.68
N (3.422, -3.417, -7.871)  -0.64
C (3.899, -3.772, -6.660)  0.30
S (5.351, -4.591, -6.358)  -0.48
C (2.997, -3.332, -5.551)  0.09
C (3.119, -3.382, -4.117)  -0.84
C (2.098, -2.835, -3.398)  -0.33
C (1.032, -2.200, -3.990)  0.00
C (0.921, -2.163, -5.304)  -0.58
C (1.912, -2.710, -6.099)  0.25
H (3.984, -3.950, -3.654)  0.31
H (2.307, -2.674, -2.376)  0.49
H (0.267, -1.667, -3.464)  0.29
H (0.108, -1.653, -5.851)  0.29
O (1.042, -5.089, 3.455)  -0.57
C (0.224, -4.409, 2.931)  0.33
O (0.200, -3.103, 2.925)  -0.95
H (-0.588, -4.842, 2.369)  0.25
S (-2.885, -2.552, 1.956)  -0.42

=====

Record 4
ORCA calculation (ωB97M-V/def2-TZVPD) on a structure of composition C38H30ClN2NiO2S2Sb.

Output
- 2S+1 = 1
- HOMO-LUMO gap (alpha / beta) (eV) = 6.5 / 6.5
- charge = 0
- HOMO (alpha / beta) (eV) = -7.874 / -7.878
- LUMO (alpha / beta) (eV) = -1.38 / -1.39

Each line ends with the Mulliken charge.
Cartesian coordinates (Å):
Ni (-1.468, -0.082, -0.352)  1.04
Cl (-1.264, -5.297, 4.350)  -0.23
C (-1.934, -4.023, 3.389)  0.22
C (-1.204, -2.958, 3.029)  -0.84
C (-1.791, -1.912, 2.181)  1.62
C (-3.169, -2.056, 1.789)  0.20
C (-3.892, -3.215, 2.171)  -1.03
C (-3.296, -4.148, 2.953)  -0.48
C (-3.930, -0.951, 1.007)  -0.05
O (-5.119, -1.173, 0.826)  -0.75
O (-3.259, 0.070, 0.664)  -0.48
H (-0.164, -2.870, 3.310)  0.37
H (-1.453, -0.905, 2.425)  0.19
H (-4.916, -3.309, 1.847)  0.54
H (-3.848, -5.029, 3.255)  0.41
N (-4.274, 0.103, -1.984)  -0.25
C (-3.276, -0.370, -2.735)  0.23
N (-2.077, -0.613, -2.281)  0.49
C (-1.239, -1.050, -3.302)  -0.64
C (0.102, -1.390, -3.158)  0.01
C (0.816, -1.800, -4.270)  -1.02
C (0.207, -1.884, -5.522)  -0.52
C (-1.130, -1.559, -5.676)  -0.50
C (-1.839, -1.143, -4.560)  0.63
S (-3.512, -0.660, -4.445)  -0.37
H (-4.119, 0.241, -0.983)  0.02
H (-5.207, 0.156, -2.348)  0.25
H (0.575, -1.328, -2.186)  0.40
H (1.861, -2.054, -4.161)  0.45
H (0.780, -2.203, -6.381)  0.39
H (-1.605, -1.625, -6.644)  0.39
C (-1.321, 4.434, -1.692)  -0.63
C (-2.199, 4.022, -0.701)  -0.65
C (-2.248, 2.690, -0.309)  -0.14
C (-1.423, 1.732, -0.896)  0.32
C (-0.567, 2.162, -1.912)  0.26
C (-0.507, 3.492, -2.306)  -0.63
H (-1.278, 5.473, -1.989)  0.39
H (-2.852, 4.743, -0.226)  0.43
H (-2.942, 2.390, 0.468)  0.29
H (0.056, 1.439, -2.433)  0.53
H (0.172, 3.789, -3.095)  0.44
S (-1.365, -2.281, 0.384)  -0.28
Sb (0.857, 0.213, 0.486)  -0.21
C (1.038, 2.003, 1.600)  0.70
C (2.212, 2.746, 1.686)  -0.55
C (2.260, 3.898, 2.457)  -0.72
C (1.136, 4.312, 3.159)  -0.62
C (-0.036, 3.575, 3.084)  -0.67
C (-0.085, 2.430, 2.304)  -0.39
C (2.565, 0.451, -0.750)  1.09
C (3.501, -0.567, -0.898)  -0.57
C (4.594, -0.406, -1.738)  -0.64
C (4.764, 0.779, -2.437)  -0.63
C (3.839, 1.802, -2.292)  -0.85
C (2.745, 1.640, -1.456)  -0.55
C (1.694, -1.098, 1.945)  1.15
C (1.879, -2.451, 1.656)  -0.51
C (2.448, -3.309, 2.584)  -0.84
C (2.828, -2.829, 3.830)  -0.66
C (2.646, -1.488, 4.132)  -0.83
C (2.092, -0.626, 3.194)  -0.72
H (3.098, 2.428, 1.152)  0.47
H (3.177, 4.470, 2.512)  0.43
H (1.172, 5.212, 3.757)  0.38
H (-0.917, 3.900, 3.621)  0.42
H (-1.016, 1.878, 2.224)  0.12
H (3.396, -1.497, -0.352)  0.31
H (5.316, -1.205, -1.840)  0.43
H (5.617, 0.906, -3.090)  0.39
H (3.968, 2.731, -2.832)  0.43
H (2.035, 2.451, -1.351)  0.60
H (1.550, -2.856, 0.704)  0.35
H (2.583, -4.354, 2.339)  0.42
H (3.262, -3.497, 4.561)  0.41
H (2.937, -1.107, 5.101)  0.44
H (1.963, 0.417, 3.450)  0.41

=====

Record 5
ORCA calculation (ωB97M-V/def2-TZVPD) on a cluster of 2 separate species, C6H11N4 in total.

Output
- 2S+1 = 1
- HOMO-LUMO gap (eV) = 8.7
- charge = +1
- HOMO (eV) = -11.748
- LUMO (eV) = -3.07

Each line ends with the natural charge from an NBO analysis.
Cartesian coordinates (Å):
C (3.633, 0.562, -0.638)  -0.08
C (3.750, -0.421, 0.329)  -0.07
C (1.601, 0.089, 0.060)  0.06
C (-2.049, 1.038, 0.318)  0.78
C (-3.745, -0.580, -0.301)  -0.38
C (-1.115, -0.957, 0.030)  -0.50
N (2.335, 0.871, -0.719)  -0.53
N (2.481, -0.676, 0.755)  -0.53
N (-2.331, -0.162, 0.028)  -0.40
N (-1.723, 2.135, 0.598)  -0.56
H (4.320, 1.025, -1.275)  0.23
H (4.520, -0.980, 0.731)  0.23
H (-3.881, -0.141, -1.368)  0.23
H (-3.673, -1.612, -0.205)  0.24
H (-4.336, -0.023, 0.402)  0.23
H (-0.115, -0.326, -0.228)  0.28
H (-1.046, -1.595, 0.864)  0.21
H (-1.261, -1.580, -0.768)  0.21
H (2.105, -1.177, 1.516)  0.43
H (1.806, 1.561, -1.185)  0.43
H (-1.276, 2.947, 1.056)  0.50

=====

One value per record, in order, for max |F|: 0.0860 0.1280 0.0800 0.0259 0.0840 hartree/bohr.
One value per record, in order, for energy above the lowest of the compared OMol25 structures with the same formula, charge and spin: 50.8 93.6 42.9 34.6 94.2 kcal per mole.
One value per record, in order, for E_tot: -2106.6631 -318.6013 -3902.3876 -4731.1526 -453.8681 Eh.